1.
C28H59N7PSTi as an isolated structure in a non-equilibrium geometry, computed with ωB97M-V/def2-TZVPD.

Geometry as XYZ:
```
97
Properties=species:S:1:pos:R:3
Ti 0.43 0.65 -1.88
C 2.51 -0.22 -4.64
C 1.41 -1.21 -4.27
N 0.26 -0.56 -3.62
C -0.77 -0.06 -4.53
C -1.43 1.22 -3.98
N -1.45 1.18 -2.51
C -1.99 2.38 -1.86
C -0.95 3.50 -1.76
C -0.01 3.35 -0.55
N 0.87 2.17 -0.60
C 2.25 2.50 -0.96
C 2.35 2.81 -2.45
N 1.85 1.66 -3.20
C 2.89 0.65 -3.44
H 2.19 0.42 -5.47
H 3.38 -0.78 -4.98
H 1.84 -1.93 -3.56
H 1.09 -1.77 -5.16
H -0.16 -1.25 -2.99
H -1.55 -0.83 -4.69
H -0.33 0.16 -5.51
H -2.45 1.31 -4.39
H -0.87 2.11 -4.29
H -2.06 0.40 -2.23
H -2.29 2.09 -0.84
H -2.88 2.74 -2.39
H -1.48 4.45 -1.63
H -0.39 3.56 -2.69
H -0.63 3.30 0.36
H 0.60 4.26 -0.47
H 0.96 1.83 0.38
H 2.87 1.63 -0.72
H 2.63 3.35 -0.37
H 3.39 3.05 -2.71
H 1.74 3.69 -2.68
H 1.56 1.99 -4.12
H 3.02 0.02 -2.54
H 3.85 1.14 -3.66
C 2.02 1.54 7.11
C 1.34 1.99 5.87
C 0.11 2.60 5.82
C -0.42 2.94 4.56
N 0.21 2.66 3.43
C 1.40 2.07 3.48
S 2.27 1.71 2.11
N 1.96 1.74 4.69
C -1.71 3.66 4.45
H 1.49 1.87 7.99
H 3.05 1.92 7.15
H 2.07 0.45 7.11
H -0.43 2.82 6.72
H 2.87 1.30 4.69
H -2.22 3.71 5.40
H -2.35 3.19 3.70
H -1.51 4.68 4.10
C -1.77 -4.44 -0.39
C -1.10 -3.26 -1.08
C 0.20 -3.74 -1.74
C -2.03 -2.70 -2.17
P -0.61 -1.81 0.11
N -0.18 -0.58 -0.76
C -2.12 -1.32 1.18
C -3.32 -1.13 0.26
C -1.82 0.06 1.78
C -2.49 -2.33 2.27
C 0.89 -2.33 1.21
C 2.14 -1.99 0.39
C 0.91 -1.44 2.45
C 0.92 -3.79 1.67
H -1.88 -5.25 -1.12
H -2.76 -4.19 -0.03
H -1.19 -4.81 0.44
H -0.03 -4.28 -2.65
H 0.74 -4.42 -1.09
H 0.85 -2.90 -1.97
H -3.05 -3.02 -2.01
H -1.74 -3.07 -3.16
H -2.01 -1.60 -2.19
H -3.10 -0.40 -0.52
H -4.16 -0.75 0.84
H -3.64 -2.07 -0.20
H -1.25 0.66 1.06
H -1.26 -0.01 2.71
H -2.75 0.57 2.00
H -2.88 -3.24 1.84
H -3.26 -1.90 2.91
H -1.64 -2.58 2.89
H 2.03 -0.99 -0.06
H 2.34 -2.72 -0.38
H 3.00 -1.96 1.06
H 0.81 -0.40 2.16
H 1.87 -1.56 2.95
H 0.14 -1.71 3.16
H 1.06 -4.48 0.85
H 0.01 -4.06 2.20
H 1.76 -3.92 2.35
```

Calculated values
net charge = +2
relative energy (zero: lowest compared OMol25 entry of this formula, charge and spin) = 169.9 kJ/mol
expectation value of S² = 0.75
2S+1 = 2
orbital gap = 8.45 eV
energy = -3074.237897 a.u.
highest occupied orbital energy = -0.4692 Eh
F_max = 2.119 eV/A

Löwdin atomic charge list, values in e, 8 entries: number 1, Ti, carries 0.8181; number 2, C, carries -0.1397; number 3, C, carries -0.1784; number 4, N, carries -0.1583; number 5, C, carries -0.1414; number 6, C, carries -0.1541; number 7, N, carries -0.1624; number 8, C, carries -0.1674

***

2.
A 3-piece molecular cluster, C28H59N8O2 overall in a non-equilibrium geometry, computed with ωB97M-V/def2-TZVPD.

Geometry as XYZ:
```
97
Properties=species:S:1:pos:R:3
C -0.31 2.19 3.72
C -1.25 1.20 4.62
C -1.13 -0.25 3.96
C -2.52 -0.94 3.58
N -3.26 -0.31 2.43
N -2.51 0.64 1.75
C -1.75 0.32 0.71
N -1.05 1.42 0.09
C -0.32 0.73 -0.92
C 0.63 1.61 -1.81
C 0.75 1.15 -3.33
C 0.53 2.30 -4.40
C 1.13 3.72 -4.01
N -0.02 4.51 -3.42
N -0.59 -0.66 -0.90
N -1.48 -0.93 0.11
H -0.88 2.63 2.84
H 0.56 1.60 3.27
H 0.15 3.02 4.33
H -2.31 1.63 4.54
H -0.86 1.27 5.67
H -0.43 -0.30 3.06
H -0.64 -0.92 4.74
H -3.18 -0.98 4.50
H -2.27 -2.01 3.26
H -4.07 0.20 2.81
H -2.56 1.64 1.99
H 0.32 2.69 -1.66
H 1.67 1.51 -1.35
H 1.79 0.70 -3.51
H 0.02 0.31 -3.60
H -0.57 2.35 -4.70
H 1.09 1.96 -5.35
H 1.89 3.64 -3.16
H 1.60 4.28 -4.87
H 0.30 5.41 -3.07
H -0.76 4.60 -4.12
H -0.16 -1.36 -1.52
H -1.86 -1.83 0.41
C -5.20 -0.95 -6.65
C -3.80 -0.38 -6.99
C -3.24 -1.07 -8.24
C -2.76 -2.50 -7.99
C -1.79 -2.54 -6.82
C -2.34 -1.88 -5.54
N -2.91 -0.52 -5.80
O -1.87 0.33 -5.96
C -3.42 -2.78 -4.91
C -1.22 -1.85 -4.48
C -4.08 1.11 -7.33
H -5.99 -0.45 -7.22
H -5.30 -2.01 -6.90
H -5.45 -0.82 -5.60
H -2.39 -0.49 -8.64
H -3.99 -1.08 -9.03
H -3.61 -3.16 -7.81
H -2.27 -2.88 -8.89
H -1.53 -3.59 -6.61
H -0.86 -2.05 -7.12
H -3.91 -2.28 -4.06
H -2.98 -3.71 -4.52
H -4.19 -3.10 -5.60
H -0.32 -1.34 -4.83
H -0.91 -2.87 -4.22
H -1.55 -1.36 -3.56
H -4.48 1.64 -6.47
H -4.81 1.18 -8.14
H -3.19 1.63 -7.68
C 4.00 -2.31 5.49
C 3.45 -0.89 5.18
C 4.56 -0.03 4.57
C 5.60 0.44 5.58
C 4.93 1.11 6.78
C 3.83 0.25 7.42
N 2.86 -0.30 6.42
O 2.05 0.71 6.04
C 4.47 -0.91 8.22
C 3.12 1.09 8.51
C 2.38 -1.14 4.09
H 3.95 -2.96 4.61
H 5.04 -2.31 5.79
H 3.41 -2.80 6.27
H 4.13 0.86 4.10
H 5.07 -0.57 3.76
H 6.22 -0.41 5.91
H 6.29 1.14 5.11
H 5.70 1.35 7.52
H 4.51 2.06 6.45
H 3.70 -1.60 8.59
H 5.01 -0.53 9.09
H 5.20 -1.49 7.65
H 2.72 2.03 8.12
H 3.83 1.37 9.30
H 2.31 0.53 8.98
H 1.56 -1.75 4.48
H 2.81 -1.67 3.23
H 1.96 -0.21 3.69
```

Calculated values
net charge = +1
expectation value of S² = 2.01
2S+1 = 3
orbital gap (alpha / beta) = 8.41 / 8.98 eV
energy = -1690.324769 a.u.
highest occupied orbital energy (alpha / beta) = -0.3942 / -0.4153 Eh
F_max = 6.354 eV/A

Löwdin atomic charge list, values in e, 8 entries: number 1, C, carries -0.1196; number 2, C, carries -0.2078; number 3, C, carries -0.2130; number 4, C, carries -0.1911; number 5, N, carries -0.0339; number 6, N, carries 0.0178; number 7, C, carries -0.2616; number 8, N, carries 0.1816

***

3.
C28H60AlBr18O as an isolated structure in a non-equilibrium geometry, computed with ωB97M-V/def2-TZVPD.

Geometry as XYZ:
```
108
Properties=species:S:1:pos:R:3
C -4.19 -3.29 -0.93
C -3.03 -4.06 -0.32
C -1.78 -4.32 -1.23
Al -1.74 -3.37 -3.04
O -0.51 -2.03 -2.93
C -0.66 -1.07 -3.92
C -0.94 0.34 -3.36
C 0.42 1.01 -3.07
C -1.78 0.35 -2.07
C -3.08 1.18 -2.11
C -3.97 0.85 -3.33
C -3.89 0.79 -0.85
H -4.90 -3.05 -0.12
H -4.75 -3.90 -1.64
H -3.89 -2.34 -1.37
H -3.42 -5.03 0.01
H -2.72 -3.52 0.58
H -1.62 -5.39 -1.36
H -0.91 -3.96 -0.67
H -3.16 -2.86 -3.60
H -1.15 -4.46 -4.11
H -1.41 -1.35 -4.69
H 0.30 -1.00 -4.46
H -1.42 0.95 -4.13
H 0.99 1.13 -3.99
H 0.25 2.01 -2.67
H 0.99 0.43 -2.35
H -1.16 0.80 -1.30
H -2.06 -0.65 -1.72
H -2.84 2.25 -2.09
H -4.48 1.77 -3.65
H -3.40 0.47 -4.18
H -4.71 0.09 -3.08
H -4.74 1.46 -0.74
H -4.27 -0.21 -1.03
H -3.26 0.75 0.05
Br 2.50 1.22 0.35
C 4.21 0.31 0.27
C 4.99 0.59 -0.99
Br 4.23 -0.35 -2.51
H 3.97 -0.75 0.38
H 4.77 0.66 1.14
H 6.00 0.21 -0.87
H 5.02 1.64 -1.26
Br -0.57 2.42 1.69
C -1.10 3.03 -0.08
C -1.92 4.29 -0.05
Br -3.75 3.90 0.50
H -1.64 2.22 -0.53
H -0.16 3.19 -0.61
H -2.00 4.71 -1.05
H -1.53 5.04 0.62
Br -0.67 -1.63 0.51
C -0.65 -1.89 2.43
C 0.74 -1.85 2.99
Br 1.72 -3.51 2.66
H -1.17 -2.83 2.63
H -1.24 -1.06 2.84
H 0.71 -1.76 4.08
H 1.34 -1.05 2.58
Br -5.60 -1.34 2.12
C -7.50 -0.95 2.12
C -8.11 -1.17 0.76
Br -7.65 0.27 -0.46
H -7.61 0.07 2.47
H -7.94 -1.63 2.85
H -9.20 -1.16 0.83
H -7.79 -2.09 0.30
Br 1.29 1.76 5.00
C 1.95 3.59 5.14
C 2.32 4.15 3.79
Br 4.01 3.43 3.15
H 2.80 3.56 5.82
H 1.14 4.15 5.58
H 2.47 5.23 3.86
H 1.58 3.94 3.03
Br 7.13 -2.48 -0.44
C 7.00 -3.07 1.41
C 6.16 -2.14 2.24
Br 7.07 -0.48 2.68
H 8.02 -3.16 1.77
H 6.54 -4.05 1.37
H 5.91 -2.60 3.19
H 5.24 -1.85 1.73
Br -6.77 6.57 -0.50
C -5.55 5.58 -1.65
C -6.29 4.68 -2.60
Br -6.95 3.09 -1.69
H -4.86 5.03 -0.99
H -5.00 6.34 -2.20
H -5.62 4.31 -3.38
H -7.15 5.16 -3.07
Br 3.58 -3.94 -0.99
C 3.02 -5.72 -0.47
C 3.81 -6.23 0.70
Br 5.61 -6.79 0.19
H 3.11 -6.34 -1.35
H 1.97 -5.63 -0.20
H 3.35 -7.12 1.12
H 3.93 -5.48 1.48
Br 8.60 2.32 0.15
C 9.11 2.74 1.98
C 8.30 3.87 2.55
Br 8.88 5.59 1.85
H 10.18 2.95 1.97
H 8.93 1.82 2.54
H 8.44 3.93 3.63
H 7.24 3.78 2.32
```

Calculated values
net charge = -1
orbital gap = 6.09 eV
energy = -47752.871524 a.u.
highest occupied orbital energy = -0.1670 Eh
F_max = 1.406 eV/A

Löwdin atomic charge list, values in e, 8 entries: number 1, C, carries -0.1766; number 2, C, carries -0.3579; number 3, C, carries -0.3015; number 4, Al, carries 0.1764; number 5, O, carries -0.3099; number 6, C, carries -0.3264; number 7, C, carries -0.3244; number 8, C, carries -0.0878

***

4.
A 3-piece molecular cluster, C28H60N3O4P2 overall in a non-equilibrium geometry, computed with ωB97M-V/def2-TZVPD.

Geometry as XYZ:
```
97
Properties=species:S:1:pos:R:3
C -1.34 -0.17 -4.83
C -2.27 0.76 -3.98
N -2.42 0.33 -2.57
C -1.20 0.42 -1.84
C -0.11 1.35 -2.17
C 1.10 1.44 -1.37
P 2.53 2.57 -1.70
C 2.15 3.28 -3.42
C 4.14 1.63 -1.96
C 4.04 0.06 -1.81
C 1.11 0.48 -0.23
O 2.20 0.49 0.60
N 0.04 -0.32 -0.10
C 0.12 -1.31 1.04
C -0.57 -2.68 0.66
C 0.02 -3.34 -0.63
P 1.83 -3.74 -0.54
O 2.41 -3.62 0.83
O 1.98 -5.33 -1.00
C 1.51 -6.21 0.07
C 2.79 -6.73 0.86
O 2.60 -2.72 -1.58
C 3.16 -3.39 -2.74
C 2.09 -3.63 -3.89
N -1.07 -0.41 -0.79
H -1.87 -1.14 -4.98
H -0.39 -0.35 -4.29
H -1.20 0.28 -5.85
H -3.30 0.70 -4.43
H -2.01 1.85 -4.03
H -3.15 0.85 -2.08
H -0.22 2.01 -3.05
H 1.68 4.29 -3.36
H 1.54 2.60 -4.05
H 3.14 3.41 -3.92
H 4.51 1.84 -2.99
H 4.89 2.01 -1.23
H 3.04 -0.37 -2.07
H 4.87 -0.42 -2.39
H 4.25 -0.19 -0.74
H 1.96 1.10 1.33
H -0.48 -0.89 1.88
H 1.17 -1.57 1.30
H -0.37 -3.38 1.52
H -1.68 -2.59 0.60
H -0.12 -2.66 -1.51
H -0.54 -4.27 -0.88
H 0.81 -5.64 0.72
H 0.99 -7.07 -0.41
H 3.73 -6.47 0.33
H 2.67 -7.81 1.09
H 2.79 -6.15 1.82
H 3.91 -2.69 -3.18
H 3.73 -4.32 -2.50
H 2.27 -2.86 -4.69
H 1.04 -3.49 -3.54
H 2.25 -4.61 -4.41
C 2.75 6.43 -0.75
C 1.65 5.98 0.21
C 0.73 7.12 0.65
C 1.41 8.24 1.43
C 2.14 7.81 2.70
C 1.21 7.19 3.74
H 3.41 7.16 -0.29
H 3.36 5.58 -1.06
H 2.31 6.88 -1.65
H 2.10 5.50 1.08
H 1.05 5.22 -0.29
H -0.08 6.70 1.25
H 0.25 7.55 -0.24
H 0.65 8.99 1.69
H 2.12 8.76 0.78
H 2.62 8.68 3.14
H 2.94 7.10 2.46
H 0.43 7.90 4.03
H 1.77 6.93 4.64
H 0.73 6.28 3.37
C -3.85 -1.01 3.30
C -4.22 -2.14 4.25
C -3.95 -3.53 3.66
C -4.76 -3.87 2.40
C -6.28 -3.79 2.57
C -6.82 -4.78 3.59
H -4.45 -1.03 2.39
H -4.03 -0.04 3.79
H -2.79 -1.06 3.03
H -5.27 -2.05 4.55
H -3.63 -2.04 5.16
H -4.14 -4.28 4.42
H -2.89 -3.61 3.41
H -4.49 -4.88 2.08
H -4.46 -3.20 1.58
H -6.74 -4.00 1.60
H -6.58 -2.78 2.84
H -6.57 -5.81 3.31
H -7.91 -4.71 3.64
H -6.43 -4.59 4.59
```

Calculated values
net charge = +1
orbital gap = 7.48 eV
energy = -2250.566613 a.u.
highest occupied orbital energy = -0.4220 Eh
F_max = 3.923 eV/A

Löwdin atomic charge list, values in e, 8 entries: number 1, C, carries -0.0777; number 2, C, carries -0.2700; number 3, N, carries 0.0151; number 4, C, carries -0.2426; number 5, C, carries 0.0464; number 6, C, carries -0.2297; number 7, P, carries 0.9903; number 8, C, carries -0.2606